# 1
A 10-piece molecular cluster, C26H66N8O14 overall. Source: the OMol25 dataset; level of theory: ωB97M-V/def2-TZVPD.

Results
energy relative to the best compared isomer or geometry (same formula, charge and spin) = 121.2 kJ/mol
F_max = 2.31 eV/Å
charge = +6
total energy = -2519.2292 Ha
multiplicity = 1

```
114
C26H66N8O14 (ωB97M-V/def2-TZVPD)
O -0.21725 -16.50523 14.12085
O -2.07960 -21.05113 17.41558
O -7.92003 -11.45114 20.50403
O -5.92542 -21.09726 19.07621
O -5.39406 -14.86398 17.16296
O -1.00607 -16.06533 19.95512
O -5.77310 -19.85234 17.24117
O -5.89876 -16.71610 18.44345
O -6.12918 -17.76784 21.69056
O -3.10462 -11.48847 18.93715
O -7.78243 -20.62515 17.87534
O -9.02231 -12.81014 14.24571
O -5.71136 -21.48876 13.26505
O -4.34111 -16.93015 16.94044
N -5.53006 -19.17618 13.03107
N -7.46902 -13.43176 21.60863
N -4.82625 -9.94299 19.07623
N -3.34492 -19.92084 19.01115
N -7.93286 -13.28144 12.23858
N -6.83186 -19.97860 21.59505
N -0.28466 -14.44566 13.07850
N -1.94825 -16.03251 22.06749
C -9.10552 -13.96527 11.59975
C -4.72721 -11.61031 17.18118
C -0.93620 -15.61938 13.83503
C -4.04492 -20.80856 11.69500
C -5.08356 -20.65312 12.74374
C -4.84774 -18.55589 14.21426
C -2.55090 -21.13550 18.49366
C 0.12165 -14.86930 11.65746
C -4.10284 -11.10250 18.44638
C -2.43580 -22.25852 19.45683
C -6.35796 -14.38080 21.17622
C -7.99711 -12.62842 20.41217
C -7.99906 -18.26273 20.29043
C -2.58695 -18.63957 18.93588
C -8.04287 -13.26258 13.78597
C -6.87286 -13.78045 14.59721
C 0.35098 -14.93591 21.58277
C -7.26549 -20.19148 23.05141
C -4.96508 -10.09669 20.59817
C -6.42960 -20.56409 18.06072
C -8.55289 -13.37986 19.25749
C -6.86158 -18.55511 21.18039
C -5.12967 -16.05445 17.40379
C -0.83495 -15.66946 21.05988
C -3.30513 -15.42395 21.77745
C -2.30618 -15.39048 14.43513
H -3.97472 -10.24544 21.01219
H -4.85774 -19.17232 15.11207
H -3.49393 -20.14401 19.99289
H -3.35171 -22.50897 19.99740
H -3.84341 -18.29812 13.88639
H -9.53960 -13.79480 19.48029
H -6.96314 -13.32482 15.57598
H -7.80246 -20.08334 17.06782
H -2.35107 -14.35799 14.79392
H -3.64168 -21.81778 11.74052
H -5.45725 -9.19719 20.95575
H -6.80827 -15.06914 20.46926
H -10.00373 -13.62539 12.11014
H -3.81930 -15.91399 20.95786
H -0.93514 -13.65726 13.06997
H -9.18712 -13.81921 10.52485
H 0.40573 -13.91817 21.19408
H -5.33586 -17.61844 14.47839
H -6.86702 -14.86155 14.75372
H -5.59531 -10.96835 20.71955
H -7.93700 -18.81672 19.34550
H 0.37331 -13.93278 11.16692
H -5.89573 -13.59170 14.14778
H -6.14307 -14.93659 22.08842
H -7.18070 -12.76306 22.33138
H -1.66894 -18.78343 19.50178
H -1.66013 -22.00621 20.18849
H 1.23909 -15.54434 21.42351
H -5.44030 -18.55743 12.22510
H -8.24677 -13.95284 22.03289
H -3.18011 -17.85095 19.38945
H -2.40145 -18.42854 17.89094
H -2.16235 -23.17935 18.94650
H 0.22024 -14.74261 22.65332
H -5.46132 -13.87679 20.83887
H -7.84932 -12.29715 11.95787
H -7.54329 -21.23478 23.16635
H -4.67979 -10.97319 16.29761
H -6.46932 -19.87706 23.71511
H -1.66371 -15.81516 23.02645
H -7.36893 -20.65281 21.02610
H -9.07002 -15.04744 11.73047
H -4.47196 -20.62367 10.70329
H -7.10237 -13.76262 11.89413
H 0.49079 -14.07808 13.64206
H -8.14726 -19.57198 23.20090
H -3.85690 -15.70746 22.68133
H -0.69844 -15.45116 11.25973
H -6.54259 -19.29447 13.15182
H -5.78659 -9.81482 18.74503
H -5.91460 -20.42479 21.47005
H -4.36821 -9.03694 18.90174
H -5.53057 -17.55881 18.08302
H -7.95824 -14.17661 18.80080
H 1.04965 -15.42807 11.74313
H -3.28130 -14.34238 21.85913
H -2.56913 -16.09734 15.21732
H -5.80639 -11.70744 17.36076
H -8.96872 -18.56698 20.70481
H -2.09918 -17.04198 22.00175
H -8.63632 -12.64166 18.46037
H -8.14309 -17.21778 20.03368
H -3.06545 -15.43178 13.64448
H -4.32474 -12.60646 17.00795
H -3.17761 -20.14245 11.72704
H -4.28384 -19.89405 18.55402
```

These are the Löwdin partial charges, in e, on atoms 1 to 5:
1. O 0.22
2. O 0.20
3. O 0.18
4. O -0.03
5. O -0.04

# 2
CH2N2O3S2 as an isolated structure. Source: the OMol25 dataset; level of theory: ωB97M-V/def2-TZVPD.

Results
energy relative to the best compared isomer or geometry (same formula, charge and spin) = 150.8 kJ/mol
F_max = 5.96 eV/Å
charge = -2
total energy = -1170.8389 Ha
multiplicity = 1

```
10
CH2N2O3S2 (ωB97M-V/def2-TZVPD)
S 1.35372 0.30618 0.82165
S 2.59681 3.05450 -1.31617
O 0.08210 -0.00927 0.15937
O 1.19583 0.89043 2.16480
O -0.70250 3.04205 0.11446
N 1.49943 2.24833 -0.23287
N 1.68842 -1.64704 1.51885
C 0.42303 2.64386 -0.03227
H 1.28468 -1.84267 2.46603
H 2.68062 -1.53774 1.77667
```

These are the Löwdin partial charges, in e, on atoms 1 to 5:
1. S 0.59
2. S 0.07
3. O -0.53
4. O -0.55
5. O 0.04

# 3
A single C4H11NS2 molecule. Source: the OMol25 dataset; level of theory: ωB97M-V/def2-TZVPD.

Results
energy relative to the best compared isomer or geometry (same formula, charge and spin) = 132.7 kJ/mol
F_max = 3.12 eV/Å
SMILES = CNCCCSS
total energy = -1010.0879 Ha
multiplicity = 1

```
18
C4H11NS2 (ωB97M-V/def2-TZVPD)
S 1.72290 1.93712 1.73812
S 1.15500 -0.09302 1.78518
N -0.28897 -0.90196 -1.36662
C -0.62066 0.12909 1.36563
C -0.24664 0.55159 -1.16166
C -0.99036 0.94321 0.15985
C 0.77585 -1.78327 -0.99129
H -0.70346 -1.02814 -2.27565
H -1.08723 -0.87739 1.24081
H 1.00514 2.19352 2.85355
H 0.59913 -2.44372 -0.13909
H -0.79721 0.91899 -2.03864
H -2.03357 0.89045 -0.22042
H 1.63483 -1.17605 -0.71934
H -0.81751 2.02723 0.32244
H 0.96577 -2.48747 -1.78060
H -1.06035 0.26817 2.41394
H 0.78732 0.93164 -1.18623
```

These are the Löwdin partial charges, in e, on atoms 1 to 5:
1. S 0.33
2. S 0.43
3. N -0.14
4. C -0.58
5. C -0.24

# 4
A 7-piece molecular cluster, C21H32F4O15 overall. Source: the OMol25 dataset; level of theory: ωB97M-V/def2-TZVPD.

Results
F_max = 7.07 eV/Å
SMILES = O=C1OC[C@@H](F)O1.O=C1OC[C@@H](F)O1.O=C1OC[C@@H](F)O1.O=C1OC[C@@H](F)O1.C1CCOC1.C1CCOC1.CO
total energy = -2347.3837 Ha
multiplicity = 1

```
72
C21H32F4O15 (ωB97M-V/def2-TZVPD)
F -6.03243 -0.18809 -2.56112
F 2.78128 -2.33318 0.46060
F -0.02344 -0.84549 3.75951
F 4.83091 1.27988 1.15733
O 2.35873 -1.08539 -4.50403
O 2.18695 -4.01987 2.89007
O -0.42448 1.37630 4.03457
O 3.63452 3.13919 1.73120
O -0.73285 3.94544 -2.91670
O 1.89248 1.72246 1.46617
O -3.64697 -0.38111 -0.77436
O -0.45120 -1.75069 0.11402
O -4.41150 -1.80532 -2.29090
O -2.16783 -1.37878 -2.24798
O -2.43188 0.54370 4.38182
O 3.87658 -5.42541 3.03816
O -2.26037 2.41438 3.13699
O 1.72394 3.85953 0.73557
O 3.25080 -4.49638 1.06379
C 4.07509 1.89967 2.14587
C -5.04517 -0.55290 -0.47448
C -1.59385 2.05418 -1.93885
C -0.49701 3.10583 -1.77882
C 1.31771 -0.44379 -3.67236
C 1.31818 -3.49311 1.88390
C -0.33824 0.13867 4.67812
C -2.72602 2.93282 -2.28576
C 3.34915 -0.83677 -2.48992
C 2.79928 1.07232 2.29384
C 2.36259 2.96624 1.24310
C 3.39324 -1.73835 -3.74092
C 1.92399 -0.53852 -2.26710
C -0.58515 -0.33240 0.45712
C -1.74826 1.50528 3.82472
C -1.68945 -0.08870 5.31671
C -2.15023 3.98752 -3.19021
C -3.30286 -1.19839 -1.82979
C -5.54057 -1.17005 -1.76195
C 3.18283 -4.69015 2.33120
C 2.24640 -3.51731 0.67420
H 0.50067 0.10420 5.37321
H -2.32819 3.69461 -4.22492
H 1.47475 -1.22633 -1.55072
H -1.60908 -0.04438 0.69530
H -1.36193 1.40869 -2.78599
H -3.07828 3.42530 -1.37941
H -1.75973 0.47057 6.24965
H -1.00760 -1.94347 -0.64418
H -5.60369 0.34226 -0.20093
H -0.13852 0.36983 -0.24679
H 2.49512 1.02016 3.33924
H -2.66798 4.92592 -2.99160
H 3.17562 -2.80247 -3.64933
H 1.19390 0.63402 -3.77772
H 0.39118 -1.01788 -3.66488
H -0.63074 3.72297 -0.89037
H -5.21939 -1.31240 0.28770
H -0.04211 -0.25989 1.39943
H -6.41184 -1.78567 -1.53835
H 0.57658 -4.27062 1.70060
H 0.49074 2.66415 -1.64701
H 4.35416 -1.63120 -4.24416
H 1.75622 -3.75491 -0.26992
H 3.82944 0.10924 -2.73992
H -3.53849 2.44026 -2.81997
H 0.80280 -2.53419 1.93829
H -1.94356 -1.12802 5.52490
H 4.61035 2.03267 3.08604
H 2.89929 0.05046 1.92791
H -1.69088 1.54836 -0.97821
H 3.95007 -1.26308 -1.68664
H 1.82644 0.37743 -1.68433
```

These are the Löwdin partial charges, in e, on atoms 1 to 5:
1. F 0.07
2. F 0.09
3. F 0.05
4. F 0.05
5. O -0.16